Entry 1:
Density functional theory data (ωB97M-V with the def2-TZVPD basis set) for C5H3N in the gas phase at a distorted geometry.

Cartesian coordinates (Å):
C: -1.24917 0.61859 0.20750
C: 0.16363 0.80019 -0.09836
C: 1.36317 0.36139 -0.01038
C: -1.69969 -0.56290 -0.10022
C: 4.05689 -0.49007 -0.00408
N: 2.90965 -0.07895 -0.01214
H: -1.78710 1.48675 0.60407
H: -2.78491 -0.88611 -0.12731
H: -0.97246 -1.24888 -0.45910

Energy = -246.8593 Ha
Energy relative to the best compared isomer or geometry (same formula, charge and spin) = 77.00 kcal/mol
LUMO level = -0.0015 Eh
HOMO = -9.87 eV
HOMO-LUMO gap = 9.83 eV

Entry 2:
Density functional theory data (ωB97M-V with the def2-TZVPD basis set) for a gas-phase ion, C5H3N2O3S (charge -1) at a distorted geometry.

Cartesian coordinates (Å):
C: 1.60156 -0.19768 0.03464
C: 0.18074 1.63778 0.02760
C: 0.17166 0.23915 -0.10424
C: -2.86606 1.46609 0.11449
C: -0.87908 -0.69725 0.00554
N: 2.50646 0.77647 -0.08985
N: -2.44023 -0.14897 0.11652
O: -3.18765 1.81363 1.23635
O: -2.68232 1.85474 -1.00674
O: -3.32929 -1.00722 -0.11565
S: 1.76914 2.25374 -0.06044
H: 1.98442 -1.14026 0.13485
H: -0.64170 2.26251 -0.02480
H: -1.13768 -1.66314 -0.30637

Energy = -925.6854 Ha
Energy relative to the best compared isomer or geometry (same formula, charge and spin) = 43.26 kcal/mol
LUMO level (alpha / beta) = 0.1165 / 0.1168 Eh
HOMO (alpha / beta) = -3.61 / -3.75 eV
HOMO-LUMO gap (alpha / beta) = 6.78 / 6.93 eV
Charge = -1

Entry 3:
Density functional theory data (ωB97M-V with the def2-TZVPD basis set) for C5H3N3 in the gas phase at a distorted geometry.

Cartesian coordinates (Å):
C: 1.64660 2.51211 -0.79817
C: 1.24413 1.68856 0.08217
C: 0.99905 0.44092 0.88654
N: 0.56808 -0.66620 0.57021
N: 0.43142 -1.12065 -0.78848
C: -0.79650 -1.22158 -0.91967
C: -1.77348 -0.92968 0.06809
N: -2.40626 -0.60533 1.03690
H: 1.89437 3.04519 -1.94937
H: 1.14931 0.54023 2.06163
H: -1.11505 -1.78214 -1.75649

Energy = -356.3725 Ha
Energy relative to the best compared isomer or geometry (same formula, charge and spin) = 125.21 kcal/mol
LUMO level = -0.0141 Eh
HOMO = -10.44 eV
HOMO-LUMO gap = 10.06 eV
Structure (SMILES) = C#C/C=N\N=C/C#N

Entry 4:
Density functional theory data (ωB97M-V with the def2-TZVPD basis set) for C5H3N3 in the gas phase at a distorted geometry.

Cartesian coordinates (Å):
H: 0.20866 2.39414 -1.89386
N: -0.28979 2.28458 -0.96647
C: -0.07826 1.17716 -0.51131
C: 0.67599 -0.01547 -1.02636
C: 0.44384 -0.98882 -0.13744
C: -0.55224 -0.47337 0.87405
C: -0.99776 -1.25001 2.09698
N: -0.96943 -2.16044 2.96097
N: -0.84823 0.82425 0.68028
H: 1.22612 0.04907 -1.91060
H: 1.18111 -1.84109 -0.16623

Energy = -356.4874 Ha
Energy relative to the best compared isomer or geometry (same formula, charge and spin) = 53.09 kcal/mol
LUMO level = -0.0592 Eh
HOMO = -10.64 eV
HOMO-LUMO gap = 9.03 eV
Structure (SMILES) = [H]/N=C1\C=CC(C#N)=N1

Entry 5:
Density functional theory data (ωB97M-V with the def2-TZVPD basis set) for C5H3NO in the gas phase.

Cartesian coordinates (Å):
C: 2.58132 0.02836 0.21558
C: 1.38092 0.02403 0.11867
C: -0.03898 0.01765 0.00105
C: -0.91855 -1.09323 -0.18660
N: -2.16581 -0.72239 -0.25481
O: -2.15665 0.64760 -0.11416
C: -0.90149 1.07031 0.03526
H: 3.64604 0.03494 0.30050
H: -0.66580 -2.14212 -0.27191
H: -0.76100 2.13485 0.15643

Energy = -322.2056 Ha
Energy relative to the best compared isomer or geometry (same formula, charge and spin) = 54.10 kcal/mol
LUMO level = 0.0340 Eh
HOMO = -9.50 eV
HOMO-LUMO gap = 10.42 eV
Structure (SMILES) = C#Cc1cnoc1

Entry 6:
Density functional theory data (ωB97M-V with the def2-TZVPD basis set) for C5H3NO in the gas phase.

Cartesian coordinates (Å):
O: 1.57027 -0.74990 -1.54187
C: 0.77607 -0.29667 -0.78131
C: 0.29741 1.14020 -0.53289
C: -0.66512 0.90550 0.54650
C: -1.30347 0.21657 1.35547
C: -0.02087 -1.15366 0.22285
N: -0.45366 -2.07214 0.84794
H: -0.13791 1.54628 -1.45333
H: 1.15114 1.77038 -0.25843
H: -1.18218 -1.32760 1.49889

Energy = -322.0880 Ha
Energy relative to the best compared isomer or geometry (same formula, charge and spin) = 127.89 kcal/mol
LUMO level = -0.0400 Eh
HOMO = -9.98 eV
HOMO-LUMO gap = 8.89 eV